Entry 1:
{
  "formula": "C43H44BF4N2P2PdSi",
  "method": "the ωB97M-V functional and the def2-TZVPD basis",
  "symbols": ["Pd", "C", "Si", "C", "C", "C", "C", "C", "C", "P", "C", "C", "C", "C", "C", "C", "C", "C", "C", "C", "C", "C", "C", "C", "C", "C", "C", "C", "P", "C", "C", "C", "C", "C", "C", "C", "C", "C", "C", "C", "C", "H", "H", "H", "H", "H", "H", "H", "H", "H", "H", "H", "H", "H", "H", "H", "H", "H", "H", "H", "H", "H", "H", "H", "H", "H", "H", "H", "H", "H", "H", "H", "F", "B", "F", "F", "F", "C", "C", "N", "C", "C", "N", "C", "C", "H", "H", "H", "H", "H", "H", "H", "H", "H", "H", "H", "H", "H"],
  "coordinates": [[-0.153, 0.398, -0.174], [-3.660, -1.470, 0.408], [-1.789, -1.444, -0.084], [-1.002, -2.723, 1.200], [-1.465, -4.029, 1.278], [-1.069, -4.852, 2.323], [-0.199, -4.376, 3.291], [0.285, -3.085, 3.212], [-0.098, -2.261, 2.152], [0.589, -0.571, 2.105], [2.291, -0.780, 2.673], [2.755, -0.273, 3.887], [4.075, -0.485, 4.246], [4.937, -1.182, 3.407], [4.476, -1.684, 2.195], [3.158, -1.489, 1.829], [-0.290, 0.364, 3.377], [0.241, 1.601, 3.755], [-0.310, 2.289, 4.819], [-1.405, 1.763, 5.491], [-1.974, 0.568, 5.072], [-1.433, -0.128, 4.005], [-1.656, -2.397, -1.791], [-2.665, -3.273, -2.156], [-2.612, -3.918, -3.385], [-1.517, -3.750, -4.213], [-0.494, -2.895, -3.850], [-0.586, -2.190, -2.652], [0.661, -0.898, -2.316], [0.377, 0.402, -3.561], [0.265, 1.708, -3.087], [0.231, 2.773, -3.971], [0.241, 2.529, -5.337], [0.269, 1.224, -5.810], [0.355, 0.158, -4.933], [2.260, -1.631, -2.686], [3.252, -0.877, -3.320], [4.495, -1.437, -3.541], [4.779, -2.720, -3.087], [3.795, -3.470, -2.449], [2.545, -2.926, -2.232], [-3.961, -2.492, 0.620], [-4.283, -1.101, -0.400], [-3.881, -0.889, 1.299], [-2.146, -4.418, 0.536], [-1.442, -5.864, 2.379], [0.122, -5.019, 4.098], [0.955, -2.702, 3.969], [2.095, 0.256, 4.558], [4.436, -0.099, 5.186], [5.962, -1.339, 3.707], [5.143, -2.213, 1.534], [2.795, -1.871, 0.882], [1.091, 1.998, 3.218], [0.128, 3.223, 5.133], [-1.809, 2.281, 6.346], [-2.828, 0.165, 5.593], [-1.867, -1.063, 3.684], [-3.511, -3.443, -1.513], [-3.428, -4.559, -3.679], [-1.452, -4.293, -5.144], [0.380, -2.783, -4.476], [0.266, 1.860, -2.002], [0.221, 3.789, -3.606], [0.224, 3.352, -6.035], [0.234, 1.036, -6.871], [0.412, -0.846, -5.321], [3.040, 0.132, -3.646], [5.248, -0.873, -4.070], [5.761, -3.139, -3.238], [4.011, -4.477, -2.129], [1.777, -3.501, -1.732], [2.432, 2.319, -1.115], [2.594, 1.577, 0.006], [1.485, 1.919, 0.883], [2.263, 0.206, -0.343], [3.760, 1.633, 0.636], [-1.453, 5.030, 0.053], [-0.674, 3.700, 0.071], [-1.601, 2.563, 0.105], [-2.305, 2.593, 1.389], [-2.983, 3.967, 1.599], [-2.876, 4.729, 0.335], [-3.453, 3.943, -0.780], [-2.578, 2.686, -0.980], [-1.389, 5.525, -0.917], [-1.073, 5.717, 0.812], [-0.031, 3.643, 0.951], [-0.027, 3.633, -0.807], [-1.583, 2.402, 2.188], [-3.047, 1.791, 1.402], [-2.491, 4.536, 2.389], [-4.035, 3.853, 1.867], [-3.396, 5.607, 0.424], [-3.468, 4.554, -1.683], [-4.482, 3.678, -0.531], [-2.042, 2.736, -1.930], [-3.201, 1.789, -0.989]],
  "homo_ev": [-16.09, -16.05],
  "lumo_energy_ha": [-0.40848, -0.40870],
  "orbital_gap_ev": [4.975, 4.931],
  "max_force_ev_per_a": 2.74,
  "de_lowest_kj_mol": 99.0,
  "charge": 3,
  "mol_weight_da": 872.10
}



Entry 2:
{
  "formula": "C43H44BrIN9O5Pr",
  "method": "the ωB97M-V functional and the def2-TZVPD basis",
  "symbols": ["Pr", "C", "N", "C", "C", "C", "C", "C", "C", "N", "C", "C", "C", "C", "C", "C", "N", "C", "C", "C", "C", "C", "N", "H", "H", "H", "H", "H", "H", "H", "H", "H", "H", "H", "H", "H", "H", "H", "H", "H", "H", "C", "C", "C", "C", "C", "C", "N", "N", "C", "C", "C", "C", "C", "N", "H", "H", "H", "H", "H", "H", "H", "H", "H", "N", "C", "O", "C", "I", "H", "H", "H", "H", "Br", "C", "C", "C", "C", "C", "C", "C", "O", "O", "H", "H", "H", "H", "O", "C", "O", "C", "N", "C", "C", "C", "H", "H", "H", "H", "H", "H", "H", "H", "H"],
  "coordinates": [[0.451, 0.354, -0.266], [2.359, -1.975, 1.497], [2.629, -0.547, 1.174], [3.960, -0.535, 0.497], [3.909, -0.775, -0.976], [5.029, -1.375, -1.512], [5.045, -1.585, -2.886], [3.932, -1.195, -3.609], [2.842, -0.620, -2.974], [2.796, -0.421, -1.655], [2.756, 0.167, 2.456], [1.478, 0.481, 3.171], [1.533, 1.169, 4.372], [0.404, 1.429, 5.108], [-0.799, 0.958, 4.565], [-0.790, 0.320, 3.342], [0.310, 0.035, 2.663], [2.092, -2.798, 0.298], [2.588, -4.095, 0.115], [2.272, -4.846, -1.052], [1.313, -4.276, -1.884], [0.858, -3.018, -1.594], [1.220, -2.256, -0.563], [1.505, -2.014, 2.174], [3.250, -2.424, 1.978], [4.639, -1.238, 0.957], [4.490, 0.402, 0.673], [5.860, -1.598, -0.897], [5.901, -1.962, -3.438], [3.997, -1.421, -4.649], [1.947, -0.391, -3.498], [3.278, 1.136, 2.272], [3.394, -0.360, 3.158], [2.489, 1.413, 4.837], [0.439, 1.915, 6.077], [-1.675, 1.117, 5.113], [-1.649, -0.073, 2.914], [3.326, -4.467, 0.862], [2.591, -5.844, -1.155], [0.949, -4.874, -2.719], [0.206, -2.486, -2.260], [-4.480, 3.018, 2.222], [-3.989, 1.784, 1.798], [-2.648, 1.679, 1.426], [-1.811, 2.777, 1.577], [-2.318, 4.002, 1.991], [-3.649, 4.102, 2.257], [-0.411, 2.612, 1.214], [0.336, 3.359, 1.850], [1.697, 3.313, 1.409], [2.638, 4.223, 1.930], [3.929, 4.231, 1.417], [4.243, 3.314, 0.425], [3.216, 2.458, -0.043], [1.983, 2.441, 0.422], [-5.484, 3.160, 2.543], [-4.618, 0.909, 1.694], [-2.242, 0.684, 1.107], [-1.640, 4.879, 2.131], [-4.138, 5.029, 2.543], [2.228, 4.851, 2.698], [4.681, 4.885, 1.872], [5.196, 3.218, -0.068], [3.445, 1.850, -0.958], [-0.623, 3.382, -2.634], [0.611, 2.850, -2.796], [0.955, 1.896, -2.125], [1.566, 3.549, -3.789], [3.519, 2.707, -3.759], [-1.323, 2.812, -2.118], [-0.912, 4.181, -3.166], [1.613, 4.591, -3.461], [1.131, 3.518, -4.794], [-6.755, 1.432, -5.432], [-5.246, 0.962, -4.478], [-4.116, 0.415, -5.087], [-3.001, 0.147, -4.342], [-2.956, 0.485, -2.981], [-4.088, 0.981, -2.369], [-5.212, 1.245, -3.124], [-1.735, 0.320, -2.193], [-1.635, 1.104, -1.215], [-0.786, -0.476, -2.472], [-4.125, 0.112, -6.143], [-2.192, -0.425, -4.817], [-4.082, 1.205, -1.306], [-6.099, 1.566, -2.627], [-3.273, -1.358, 0.387], [-2.153, -1.864, 0.429], [-1.061, -1.252, 0.542], [-2.126, -3.452, 0.347], [-3.532, -3.853, 0.515], [-3.714, -4.597, 1.848], [-2.401, -4.295, 2.578], [-1.322, -4.161, 1.477], [-1.761, -3.711, -0.637], [-3.818, -4.453, -0.267], [-4.027, -2.925, 0.489], [-3.883, -5.646, 1.708], [-4.636, -4.211, 2.341], [-2.129, -5.051, 3.313], [-2.550, -3.305, 3.141], [-0.923, -5.125, 1.140], [-0.487, -3.508, 1.737]],
  "homo_ev": [-12.47, -12.48],
  "lumo_energy_ha": [-0.19982, -0.19968],
  "spin_multiplicity": 3,
  "orbital_gap_ev": [7.038, 7.042],
  "max_force_ev_per_a": 3.15,
  "de_lowest_kj_mol": 0.0,
  "charge": 2,
  "mol_weight_da": 1114.60
}



Entry 3:
{
  "formula": "C43H45AlN4O2S",
  "method": "the ωB97M-V functional and the def2-TZVPD basis",
  "symbols": ["Al", "O", "S", "O", "N", "C", "C", "C", "C", "C", "C", "C", "C", "N", "C", "C", "C", "C", "C", "C", "C", "H", "H", "H", "H", "H", "H", "H", "H", "H", "H", "H", "C", "C", "C", "C", "C", "C", "C", "C", "C", "C", "C", "C", "N", "C", "C", "C", "C", "C", "N", "C", "C", "C", "C", "H", "H", "H", "H", "H", "H", "H", "H", "H", "H", "H", "H", "H", "H", "H", "H", "H", "H", "H", "H", "H", "H", "H", "H", "H", "H", "H", "H", "H", "C", "C", "C", "C", "C", "C", "C", "H", "H", "H", "H", "H"],
  "coordinates": [[-0.627, 0.181, -0.973], [-3.792, -2.872, 1.156], [-2.866, -1.747, 0.911], [-2.993, -1.422, -0.645], [-0.349, 0.495, 0.907], [0.312, -0.453, 1.431], [0.166, -0.745, 2.886], [1.179, -1.064, 3.712], [3.565, -2.078, 2.896], [3.953, -1.172, 1.733], [5.213, -1.115, 1.035], [5.403, -0.258, 0.057], [4.236, 0.433, -0.484], [3.025, 0.183, -0.214], [2.650, -0.633, 0.880], [-3.507, -0.384, 1.962], [-3.323, 0.991, 1.741], [-3.530, 1.887, 2.769], [-3.908, 1.436, 4.030], [-4.115, 0.073, 4.244], [-3.896, -0.823, 3.216], [-0.850, -0.731, 3.285], [0.982, -1.348, 4.738], [4.467, -2.096, 3.544], [5.929, -1.881, 1.342], [6.351, -0.093, -0.465], [4.407, 1.151, -1.297], [-3.056, 1.337, 0.751], [-3.375, 2.922, 2.584], [-4.094, 2.160, 4.846], [-4.461, -0.273, 5.210], [-4.040, -1.885, 3.400], [2.062, 2.088, 2.911], [3.316, 1.459, 2.365], [4.530, 1.687, 3.249], [3.042, -0.037, 2.207], [2.609, -0.890, 3.410], [3.083, -3.449, 2.602], [2.051, -3.662, 1.695], [1.237, -2.867, 0.872], [0.053, -3.532, 0.202], [0.453, -4.298, -1.045], [-0.732, -4.444, 1.115], [1.283, -1.363, 0.638], [0.822, -1.085, -0.736], [1.577, -1.281, -1.782], [1.235, -0.495, -2.892], [1.767, -0.415, -4.164], [1.140, 0.712, -4.743], [0.346, 1.297, -3.773], [0.378, 0.548, -2.645], [-0.376, 2.628, -3.891], [0.484, 3.588, -4.747], [-1.715, 2.430, -4.598], [-0.539, 3.318, -2.530], [2.079, 3.194, 2.973], [1.841, 1.692, 3.916], [1.190, 1.814, 2.328], [3.544, 1.880, 1.388], [4.484, 1.193, 4.225], [4.702, 2.738, 3.405], [5.396, 1.273, 2.743], [3.010, -0.490, 4.348], [3.551, -4.310, 3.084], [1.798, -4.713, 1.603], [-0.656, -2.787, -0.102], [1.164, -5.090, -0.789], [0.935, -3.620, -1.756], [-0.389, -4.772, -1.565], [-0.144, -5.335, 1.378], [-1.679, -4.789, 0.684], [-0.939, -3.944, 2.071], [2.421, -1.943, -1.777], [2.435, -1.105, -4.675], [1.304, 1.102, -5.747], [0.525, 3.272, -5.815], [1.491, 3.616, -4.326], [0.020, 4.567, -4.674], [-1.606, 1.961, -5.587], [-2.230, 3.403, -4.696], [-2.390, 1.783, -4.037], [0.429, 3.566, -2.109], [-1.030, 2.663, -1.782], [-1.151, 4.221, -2.618], [-2.540, -0.048, -1.183], [-3.656, 0.657, -1.690], [-4.922, 0.075, -2.015], [-5.944, 0.773, -2.665], [-5.817, 2.130, -2.960], [-4.685, 2.779, -2.488], [-3.657, 2.070, -1.876], [-5.110, -0.961, -1.811], [-6.860, 0.234, -2.898], [-6.654, 2.665, -3.395], [-4.621, 3.846, -2.566], [-2.808, 2.628, -1.451]],
  "homo_ev": 0.04,
  "lumo_energy_ha": 0.16096,
  "orbital_gap_ev": 4.342,
  "max_force_ev_per_a": 2.53,
  "de_lowest_kj_mol": 0.0,
  "charge": -2,
  "mol_weight_da": 708.91
}